No. 1
{
  "formula": "C7H12",
  "method": "ωB97M-V/def2-TZVPD",
  "species": ["C", "C", "C", "C", "C", "C", "C", "H", "H", "H", "H", "H", "H", "H", "H", "H", "H", "H", "H"],
  "positions_angstrom": [[0.2318, 0.9348, 2.2443], [-0.4957, 0.9873, -0.7032], [0.3801, -0.2315, 1.3023], [-1.7391, 0.5621, -1.4841], [0.7746, -1.1592, -0.9497], [1.7831, -1.9746, -0.6384], [0.1733, -0.1820, -0.0137], [2.1055, -1.9890, 0.3961], [0.4608, 0.5976, 3.2554], [-0.8825, 1.5949, 0.1074], [0.4854, -1.1424, -1.9921], [0.9149, 1.7392, 1.9773], [2.0480, -2.7754, -1.3129], [0.2202, 1.5107, -1.3232], [-2.0440, 1.2791, -2.2453], [-1.7031, -0.4545, -1.8645], [-0.7864, 1.3205, 2.3542], [0.6977, -1.1695, 1.7435], [-2.6243, 0.5518, -0.8535]],
  "atomic_forces_ev_per_a": [[-0.433, -0.542, 0.589], [-0.565, -0.542, 0.908], [-0.432, 0.070, 0.041], [-0.716, -0.010, 0.042], [0.344, -0.280, 0.222], [-1.063, -0.254, 0.443], [0.585, 0.231, -0.949], [0.445, -0.178, -0.149], [0.293, 0.089, 0.005], [0.365, 0.763, -0.160], [-0.468, 0.038, -0.027], [-0.093, 0.124, 0.020], [0.510, 0.175, -0.079], [0.099, 0.300, -0.123], [0.442, -0.130, -0.378], [0.276, 0.039, -0.474], [0.046, 0.113, -0.411], [0.324, 0.066, -0.061], [0.039, -0.071, 0.539]],
  "mulliken_charge": [-1.370, -0.405, -0.396, -1.149, -0.439, -0.823, 0.816, 0.258, 0.363, 0.233, 0.255, 0.307, 0.281, 0.394, 0.320, 0.304, 0.363, 0.359, 0.332],
  "total_charge": 0,
  "smiles": "C=C/C(=C/C)CC"
}

No. 2
{
  "formula": "C3H15NO3S",
  "method": "ωB97M-V/def2-TZVPD",
  "species": ["S", "O", "O", "O", "N", "C", "C", "C", "H", "H", "H", "H", "H", "H", "H", "H", "H", "H", "H", "H", "H", "H", "H"],
  "positions_angstrom": [[2.2092, 1.4231, 1.3886], [-1.0555, -2.8873, -2.9277], [-0.8851, -1.5799, 2.0369], [-1.0101, -3.8826, 0.0706], [0.3743, 2.6475, -1.2696], [-1.5935, 1.6078, -0.6545], [-0.2122, 1.9590, -0.1502], [0.6676, 0.8780, 0.4542], [-1.3187, -2.1285, 1.3936], [-0.6674, -2.1037, -3.2123], [-1.0087, -3.6672, 0.9395], [0.2726, 0.3008, 1.2320], [0.1023, 3.4347, -1.6232], [-2.2511, 1.3301, 0.1380], [-1.5139, -1.0455, 2.5108], [-2.4021, 2.1439, -1.2059], [1.1939, 0.1008, -0.2373], [-0.3436, 2.6924, 0.7231], [-0.2526, -4.0743, -0.3608], [-1.3560, 0.7725, -1.3427], [0.2313, 1.9842, -2.1270], [2.8087, 2.1121, 0.4943], [-1.0264, -3.0239, -1.9887]],
  "atomic_forces_ev_per_a": [[-1.622, -0.606, 1.168], [-1.287, -2.543, -0.421], [1.149, -0.082, 0.337], [-5.054, 0.124, -2.765], [4.144, -7.826, -0.892], [-1.204, -2.602, -0.184], [-1.400, 3.847, 1.089], [3.198, -0.899, -1.863], [-0.724, 0.427, -0.379], [1.102, 2.070, -0.139], [1.165, 0.301, 3.848], [-1.381, -0.750, 0.844], [-2.595, 6.061, -1.283], [-0.232, -1.366, 0.999], [-0.615, 0.025, 0.038], [1.822, 1.312, -0.066], [-1.648, 1.419, 0.471], [0.331, -0.628, -1.183], [4.154, -0.903, -1.071], [-0.789, -0.266, 0.408], [0.723, 1.372, 1.958], [0.711, 0.974, -1.531], [0.053, 0.540, 0.616]],
  "mulliken_charge": [-0.247, -0.612, -0.627, -0.605, -0.612, -1.255, 0.677, -0.661, 0.313, 0.294, 0.261, 0.123, 0.222, 0.323, 0.313, 0.318, 0.268, 0.231, 0.311, 0.259, 0.262, 0.111, 0.333],
  "total_charge": 0,
  "smiles": "C[C@H](N)CS.O.O.O"
}

Energy above the lowest of the compared OMol25 structures with the same formula, charge and spin (computed, kcal per mole): 31.7, 62.2
E_HOMO (computed, Eh): -0.310, -0.326